Computed, not measured: C15H37HfN2SbSe as an isolated structure in a non-equilibrium geometry, with wB97M-V/def2-TZVPD.

Structure (XYZ):
```
57
Properties=species:S:1:pos:R:3:forces:R:3:mulliken_charge:R:1
Hf -0.5118 -1.7133 1.1663 -0.888 -0.824 1.877 0.6765
N -0.3018 -4.2061 2.0670 -0.168 0.601 -0.542 -0.6237
C 0.0874 -5.3159 1.1596 0.188 -0.096 -0.086 -0.7129
C 1.5405 -5.2212 0.7270 -0.203 0.139 -0.006 -0.6316
C 1.9088 -3.9808 -0.0704 -0.031 -0.176 0.048 -0.6391
N 1.9444 -2.7309 0.7545 -0.679 0.355 0.014 -0.4725
H 0.2657 -4.2705 2.9101 0.062 0.208 0.024 0.2401
H -1.2450 -4.3865 2.4008 -0.092 0.128 0.031 0.3207
H -0.5724 -5.2885 0.2894 0.008 -0.003 -0.012 0.3521
H -0.0620 -6.2809 1.6467 -0.106 0.044 0.036 0.4113
H 1.7435 -6.0876 0.0966 0.091 -0.016 0.042 0.3425
H 2.1972 -5.3072 1.5993 0.029 -0.044 -0.018 0.3446
H 1.1997 -3.8337 -0.8911 0.025 0.018 -0.034 0.2962
H 2.8915 -4.1478 -0.5132 -0.017 0.124 -0.066 0.4740
H 2.5033 -2.0583 0.2355 -0.037 0.156 0.067 0.1272
H 2.4968 -2.9275 1.5864 -0.063 0.043 0.120 0.3066
C -1.4617 3.4589 1.9758 -0.020 0.075 0.031 -1.6713
C -0.2646 3.3289 1.0558 -0.032 -0.979 -0.076 1.1088
C -0.3082 4.2985 -0.1019 0.006 0.040 -0.068 -1.3168
C 1.0508 3.3667 1.8100 0.023 0.072 -0.005 -1.5604
Sb -0.3509 1.1830 0.1885 0.152 -0.238 -0.341 1.4863
C -2.2292 0.8610 -1.0087 0.424 0.150 0.454 1.0979
C -3.3747 0.9942 -0.0109 -0.087 0.112 -0.100 -1.3608
C -2.3607 1.8840 -2.1298 0.071 -0.118 -0.086 -1.4435
C -2.2046 -0.5539 -1.5744 0.071 0.365 -0.173 -1.4361
C 1.4512 0.8191 -1.0975 -0.436 0.236 0.261 1.5619
C 1.7091 1.9671 -2.0664 0.035 -0.040 -0.034 -1.5739
C 1.2140 -0.4684 -1.8824 0.021 0.190 -0.049 -1.4553
C 2.6212 0.6539 -0.1262 -0.051 0.116 -0.086 -1.7630
H -1.3736 4.4138 2.5034 -0.006 0.004 0.003 0.4911
H -1.5023 2.6708 2.7283 -0.012 0.006 0.012 0.3794
H -2.4006 3.4828 1.4241 0.023 0.009 0.051 0.3564
H -0.2566 5.3101 0.3138 0.001 0.006 0.009 0.5107
H -1.2362 4.2294 -0.6667 0.010 0.030 -0.005 0.2467
H 0.5359 4.1823 -0.7797 -0.045 0.036 0.006 0.2252
H 1.1425 4.3464 2.2886 -0.007 0.006 0.001 0.4968
H 1.9064 3.2528 1.1441 -0.006 0.026 0.041 0.2874
H 1.0963 2.6120 2.5958 0.026 0.011 0.019 0.3661
H -3.4137 1.9872 0.4362 -0.023 -0.057 -0.022 0.2657
H -3.3103 0.2585 0.7878 -0.033 -0.024 0.085 0.1279
H -4.3245 0.8398 -0.5324 0.011 -0.010 -0.023 0.4915
H -2.5387 2.8827 -1.7340 0.028 -0.015 -0.018 0.3239
H -3.2222 1.6251 -2.7526 -0.015 0.020 -0.003 0.4794
H -1.4819 1.9103 -2.7759 -0.035 0.025 -0.040 0.2789
H -2.0575 -1.3279 -0.7812 -0.086 -0.140 0.069 0.3622
H -1.4550 -0.6882 -2.3495 0.042 -0.118 0.073 0.2082
H -3.1779 -0.7703 -2.0241 -0.028 -0.199 0.151 0.5443
H 0.8326 2.1889 -2.6769 0.047 0.023 -0.028 0.3158
H 2.5251 1.7028 -2.7461 0.018 0.014 0.014 0.4468
H 2.0059 2.8741 -1.5407 0.008 -0.013 -0.035 0.3405
H 0.5152 -0.3065 -2.7008 -0.050 -0.093 0.013 0.3471
H 0.8367 -1.2991 -1.2614 0.011 -0.014 -0.074 0.0926
H 2.1540 -0.8005 -2.3347 0.019 -0.055 0.048 0.5842
H 2.9489 1.6177 0.2619 0.014 -0.073 0.067 0.3698
H 3.4788 0.2124 -0.6441 0.007 -0.010 -0.011 0.4804
H 2.3693 0.0258 0.7352 0.075 -0.006 0.011 0.3325
Se -2.1741 -1.4697 2.8855 1.706 -0.025 -1.632 -0.2373
```
Forces are in eV/Å.

## Properties
Lowest unoccupied orbital energy in eV: -7.98
HOMO in Ha: -0.5437
Maximum force in hartree/bohr: 0.0459
Kohn-Sham gap in eV: 6.8
Net charge: +2

Computed, not measured: one molecule with the formula C3H2O3 in a non-equilibrium geometry, with wB97M-V/def2-TZVPD.

Structure (XYZ):
```
8
Properties=species:S:1:pos:R:3:forces:R:3:mulliken_charge:R:1
O 2.3230 0.3604 -0.6963 0.180 0.704 -0.358 -0.3579
C 1.2594 0.1036 -0.3082 0.973 -0.318 -0.088 0.4986
C 0.2447 -0.5317 0.1980 0.897 0.888 -0.448 -0.2570
O -1.0292 -0.2089 0.3820 -2.328 1.260 -0.144 -0.2347
C -1.3681 0.8896 -0.3532 -1.208 -0.665 0.600 0.1205
O -2.4559 1.3470 -0.4086 -0.045 0.024 0.148 -0.4125
H 0.5439 -1.4162 0.5849 0.719 -2.812 1.202 0.3717
H -0.5017 1.2260 -0.8721 0.811 0.919 -0.911 0.2712
```
Forces are in eV/Å.

## Properties
Lowest unoccupied orbital energy in eV: -0.04
HOMO in Ha: -0.3379
SMILES: O=C=COC=O
Relative energy (zero: lowest compared OMol25 entry of this formula, charge and spin) in kcal/mol: 50.6
Maximum force in hartree/bohr: 0.0611
Kohn-Sham gap in eV: 9.2
Net charge: 0

Computed, not measured: a 2-piece molecular cluster, C2H3FO2P overall in a non-equilibrium geometry, with wB97M-V/def2-TZVPD.

Structure (XYZ):
```
9
Properties=species:S:1:pos:R:3:forces:R:3:mulliken_charge:R:1
C 0.2366 -1.3747 0.5689 -0.478 -1.850 0.550 -0.4349
C -0.2242 -0.5289 -0.3105 0.645 1.472 -0.515 -0.1788
O -1.5058 1.7530 -0.6355 0.372 -0.226 0.656 -0.6310
O 0.1274 1.7652 1.3682 1.453 0.442 2.732 -0.6240
F 1.4451 1.2540 -1.7160 -0.962 -0.132 1.121 -0.8392
P -0.4184 1.1830 0.1907 -1.444 -0.088 -5.368 0.9910
H 0.3151 -2.4778 0.3626 0.278 1.295 0.378 0.2229
H 0.3509 -0.9408 1.5522 0.393 -0.676 0.408 0.2269
H -0.3267 -0.6330 -1.3806 -0.258 -0.239 0.039 0.2671
```
Forces are in eV/Å.

## Properties
Lowest unoccupied orbital energy in eV: 3.89
HOMO in Ha: -0.1820
Relative energy (zero: lowest compared OMol25 entry of this formula, charge and spin) in kcal/mol: 52.3
Maximum force in hartree/bohr: 0.1081
Kohn-Sham gap in eV: 8.8
Net charge: -1

Computed, not measured: C6H3BF7NSSn as an isolated structure in a non-equilibrium geometry, with wB97M-V/def2-TZVPD.

Structure (XYZ):
```
20
Properties=species:S:1:pos:R:3:forces:R:3:mulliken_charge:R:1
Sn 2.0728 0.4965 1.4723 -0.349 -0.111 0.075 0.8309
F -2.5934 2.5368 -1.1512 0.817 0.341 -0.004 -0.2251
C -2.8995 1.5581 -0.3055 0.069 -0.399 -0.558 0.7176
F -4.0521 1.0684 -0.7933 -0.553 -0.118 0.390 -0.2954
F -3.1378 2.1104 0.8910 0.032 -0.119 -0.016 -0.2274
C -1.8939 0.4139 -0.2089 0.799 0.764 0.688 -0.1492
C -2.3630 -0.8646 -0.3632 -1.062 -0.143 -0.665 0.0050
C -1.5572 -1.9720 -0.1067 -0.726 0.016 -0.031 -0.7609
C -0.3068 -1.7450 0.3713 0.758 0.434 -0.274 -0.3514
N 0.2024 -0.5009 0.4869 -0.244 -0.468 -0.019 -0.3863
C -0.5247 0.5857 0.2021 -0.824 -0.086 -0.264 0.7699
S 0.3808 2.0637 0.3627 -0.112 0.116 -0.056 -0.4388
H -3.4040 -1.0030 -0.7390 1.044 0.042 0.508 0.4044
H -1.9735 -2.9565 -0.2507 0.249 -0.142 0.048 0.3946
H 0.3866 -2.5372 0.5833 0.116 -0.288 0.227 0.4517
F 5.1143 -0.6617 0.7388 -0.021 -0.411 0.402 -0.3246
B 4.4216 0.1342 -0.1037 0.338 0.092 -0.970 0.6218
F 3.0575 -0.4032 -0.3459 -0.388 -0.280 0.422 -0.3524
F 4.0697 1.3549 0.5714 0.005 0.514 0.079 -0.3896
F 5.0004 0.3214 -1.3115 0.051 0.245 0.020 -0.2949
```
Forces are in eV/Å.

## Properties
Lowest unoccupied orbital energy in eV: -0.61
HOMO in Ha: -0.3481
Maximum force in hartree/bohr: 0.0253
Kohn-Sham gap in eV: 8.9
Net charge: 0

Computed, not measured: one molecule with the formula C2H3Cl2N2P in a non-equilibrium geometry, with wB97M-V/def2-TZVPD.

Structure (XYZ):
```
10
Properties=species:S:1:pos:R:3:forces:R:3:mulliken_charge:R:1
Cl 2.2073 -1.2679 0.2513 0.267 -0.847 -0.027 -0.2202
C 1.3482 0.2799 0.4581 -1.792 -1.615 2.278 0.0310
N 1.8163 1.1684 -0.4177 2.788 2.586 -1.679 -0.2749
P 0.9950 1.6267 -1.6315 -1.455 -0.665 0.372 0.1211
N -0.3444 0.6674 -1.1726 1.241 -0.319 0.549 -0.2596
C -0.2284 0.0179 0.1108 3.004 4.281 0.032 -0.1036
Cl -1.2959 0.7789 1.3080 -0.274 0.406 0.511 -0.2161
H 1.6201 0.6063 1.4939 -0.970 -0.461 -0.609 0.3197
H -1.2893 0.7399 -1.3571 -2.074 0.588 -1.389 0.2373
H -0.5521 -0.9218 0.0571 -0.734 -3.953 -0.037 0.3653
```
Forces are in eV/Å.

## Properties
Lowest unoccupied orbital energy in eV: -0.42
HOMO in Ha: -0.3614
SMILES: Cl[C@H]1N=PN[C@@H]1Cl
Relative energy (zero: lowest compared OMol25 entry of this formula, charge and spin) in kcal/mol: 31.2
Maximum force in hartree/bohr: 0.1017
Kohn-Sham gap in eV: 9.4
Net charge: 0

Computed, not measured: C15H17N7O2SeTa as an isolated structure, with wB97M-V/def2-TZVPD.

Structure (XYZ):
```
43
Properties=species:S:1:pos:R:3:forces:R:3:mulliken_charge:R:1
Ta -1.1663 0.9052 -0.9207 0.047 -0.679 -0.206 1.2254
C 1.2578 5.7559 0.1072 -0.002 -0.017 0.014 -1.2024
N 1.0951 4.5073 -0.6672 0.076 0.002 0.032 0.0737
C 2.0007 4.3300 -1.8243 -0.005 -0.012 0.038 -1.1613
C 0.2204 3.5871 -0.3710 0.085 0.019 -0.194 0.8114
N 0.2121 2.3794 -0.9799 0.109 0.083 0.109 -0.7389
N -0.7225 3.8707 0.6009 -0.055 0.135 0.007 -0.1493
C -1.6297 3.0552 1.2326 -0.097 -0.076 0.076 0.8015
N -2.2376 3.5687 2.2811 -0.035 0.006 -0.002 -0.3249
N -1.9002 1.8239 0.7946 -0.110 0.129 0.107 -0.4941
H 2.2866 6.0849 -0.0045 -0.002 0.013 -0.015 0.4168
H 1.0964 5.5838 1.1705 0.015 -0.006 -0.004 0.5113
H 0.5939 6.5305 -0.2786 0.000 0.006 0.008 0.3808
H 2.3731 5.3092 -2.1079 -0.010 -0.001 -0.018 0.4384
H 1.4551 3.9103 -2.6668 0.005 0.002 -0.008 0.4506
H 2.8487 3.6996 -1.5514 0.005 0.003 0.003 0.4005
H 1.1201 2.1332 -1.3760 -0.034 0.050 -0.042 0.2673
H -0.7180 4.8297 0.9214 -0.011 0.005 -0.021 0.2089
H -2.0355 4.4923 2.6390 0.022 -0.013 0.012 0.2106
H -2.9431 3.0500 2.7872 -0.023 0.012 -0.018 0.2295
H -2.6212 1.3720 1.3537 0.079 -0.059 0.061 0.2606
O 2.2019 -0.4884 -0.8869 -0.155 -0.092 -0.100 -0.4318
C 1.3568 -1.2371 -0.6248 0.422 -0.076 0.273 0.6640
O -0.1237 -0.5221 -0.7461 -0.452 0.551 -0.168 -0.0870
C 1.1722 -2.5937 -0.1551 -0.080 -0.016 -0.080 0.5434
C 2.3410 -3.3707 -0.0242 0.008 0.005 -0.033 -0.8768
C 2.1793 -4.6558 0.4153 -0.007 -0.006 0.012 -0.4251
C 0.8893 -5.1325 0.7134 -0.001 -0.009 0.002 1.0321
C 0.6542 -6.4507 1.1706 -0.025 -0.002 -0.002 -0.8186
C -0.6170 -6.8598 1.4450 0.023 0.014 -0.006 -0.5300
C -1.7202 -5.9804 1.2774 0.010 0.017 -0.008 -0.4811
C -1.5331 -4.7067 0.8400 0.007 -0.021 0.010 -0.5090
C -0.2215 -4.2458 0.5454 -0.002 0.005 0.019 0.1877
N -0.0588 -2.9837 0.1114 -0.001 -0.031 -0.023 -0.4465
H 3.3108 -2.9618 -0.2697 -0.001 0.001 0.003 0.4184
H 3.0340 -5.3092 0.5344 0.000 0.001 0.000 0.4833
H 1.4930 -7.1227 1.2957 0.001 0.001 0.003 0.4201
H -0.7954 -7.8677 1.7947 -0.002 -0.001 -0.003 0.4296
H -2.7162 -6.3379 1.5003 0.000 -0.002 0.001 0.4085
H -2.3614 -4.0255 0.7021 -0.001 -0.001 -0.003 0.4327
Se -3.7843 0.5235 -4.8956 0.007 -0.003 0.047 0.2385
C -2.9533 0.7037 -3.4755 -0.047 -0.064 -0.058 0.7601
N -2.3336 0.8466 -2.4077 0.234 0.127 0.172 -1.0288
```
Forces are in eV/Å.

## Properties
Lowest unoccupied orbital energy in eV: -11.23
HOMO in Ha: -0.5748
Relative energy (zero: lowest compared OMol25 entry of this formula, charge and spin) in kcal/mol: 40.9
Maximum force in hartree/bohr: 0.0142
Kohn-Sham gap in eV: 4.4
Net charge: +3

Computed, not measured: one molecule with the formula C17H17N3O3, with wB97M-V/def2-TZVPD.

Structure (XYZ):
```
40
Properties=species:S:1:pos:R:3:forces:R:3:mulliken_charge:R:1
N -3.1564 -2.0326 3.0759 -0.017 -0.084 -0.045 -0.7953
N -2.2606 -0.9596 2.8834 -0.315 -0.141 0.453 0.1279
C -1.3186 -0.9950 1.9138 0.136 0.077 0.441 -0.0596
O -1.1160 -2.0068 1.2713 0.048 -0.111 -0.233 -0.6742
C -0.6168 0.3435 1.7302 -0.161 0.378 0.081 -0.0821
C -1.5258 1.3124 0.9218 0.172 -0.167 0.076 -1.5220
C -1.7775 0.8241 -0.4740 -0.073 0.172 0.052 0.2760
C -2.7961 -0.0810 -0.7391 0.116 0.108 -0.103 -0.2495
C -2.9971 -0.5669 -2.0175 0.001 -0.059 -0.161 -0.6947
C -2.1780 -0.1502 -3.0596 -0.003 0.062 0.340 0.9125
O -2.3351 -0.6047 -4.3320 -0.023 -0.059 -0.199 -0.5586
C -1.1622 0.7669 -2.8068 -0.089 -0.179 -0.250 -0.7119
C -0.9701 1.2445 -1.5263 -0.196 -0.045 0.042 -0.3019
N 0.6911 0.2326 1.1406 -0.200 -0.182 0.065 0.1351
C 1.1003 -0.7257 0.1352 -0.062 -0.611 -0.268 -0.4604
C 2.4892 -0.2841 -0.1880 0.076 0.488 0.319 0.6891
C 3.4024 -0.7944 -1.0887 0.005 -0.019 -0.025 -0.7911
C 4.6433 -0.1810 -1.1839 -0.051 -0.113 -0.070 -0.4544
C 4.9664 0.9156 -0.3953 0.077 0.118 0.071 -0.5172
C 4.0537 1.4294 0.5106 -0.141 -0.013 0.075 -0.6005
C 2.8156 0.8168 0.6032 0.248 -0.334 -0.455 0.1601
C 1.6547 1.1495 1.4497 -0.107 0.078 0.180 0.3670
O 1.5237 2.0427 2.2648 0.064 0.218 0.090 -0.7488
H -3.0906 -2.6128 2.2372 0.021 0.159 0.203 0.3199
H -2.8377 -2.6061 3.8592 0.099 0.164 -0.305 0.2584
H -2.5088 -0.1120 3.3708 0.059 -0.072 -0.233 0.2752
H -0.4552 0.8015 2.7169 -0.070 -0.125 -0.158 0.6451
H -2.4708 1.4311 1.4557 0.008 0.085 0.015 0.6255
H -1.0175 2.2778 0.8969 -0.044 -0.008 0.088 0.4337
H -3.4452 -0.4111 0.0590 -0.077 -0.042 0.106 0.4001
H -3.7932 -1.2744 -2.2090 -0.073 -0.062 -0.025 0.2691
H -3.0674 -1.2318 -4.3672 0.094 0.090 0.039 0.2809
H -0.5367 1.0890 -3.6239 0.083 0.051 -0.106 0.4305
H -0.1760 1.9529 -1.3374 0.093 0.093 0.027 0.3571
H 0.4348 -0.6989 -0.7330 0.109 -0.078 0.074 0.1026
H 1.0776 -1.7440 0.5369 0.035 0.151 -0.128 0.4154
H 3.1573 -1.6460 -1.7056 -0.006 -0.095 -0.078 0.4607
H 5.3712 -0.5625 -1.8850 0.060 -0.028 -0.054 0.3883
H 5.9409 1.3708 -0.4921 0.073 0.036 -0.007 0.3904
H 4.2869 2.2806 1.1313 0.030 0.099 0.066 0.5017
```
Forces are in eV/Å.

## Properties
Lowest unoccupied orbital energy in eV: 0.72
HOMO in Ha: -0.3124
SMILES: NNC(=O)[C@H](Cc1ccc(O)cc1)N1Cc2ccccc2C1=O
Relative energy (zero: lowest compared OMol25 entry of this formula, charge and spin) in kcal/mol: 17.2
Maximum force in hartree/bohr: 0.0130
Kohn-Sham gap in eV: 9.2
Net charge: 0

Computed, not measured: a 2-piece molecular cluster, CH4BrP overall in a non-equilibrium geometry, with wB97M-V/def2-TZVPD.

Structure (XYZ):
```
7
Properties=species:S:1:pos:R:3:forces:R:3:mulliken_spin:R:1
C 1.6921 -0.3769 0.2471 5.666 -3.183 -2.803 0.8376
P 0.3566 0.5785 0.4814 -4.194 3.145 2.352 1.0856
Br -3.6413 0.4886 0.3475 -0.317 0.608 0.535 0.0147
H 2.1008 -1.1620 0.8655 -0.528 -0.137 0.187 0.0224
H 2.3540 -0.2142 -0.6618 -0.566 0.130 1.455 0.0246
H 0.3039 1.1649 -0.7535 -0.364 0.036 -1.189 0.0170
H -3.1659 -0.4789 -0.5262 0.303 -0.600 -0.537 -0.0018
```
Forces are in eV/Å.

## Properties
Multiplicity: 3
Lowest unoccupied orbital energy (spin up / spin down) in eV: 0.93 / -2.61
HOMO (spin up / spin down) in Ha: -0.2455 / -0.3592
Relative energy (zero: lowest compared OMol25 entry of this formula, charge and spin) in kcal/mol: 26.1
⟨S²⟩: 2.006
Maximum force in hartree/bohr: 0.1376
Kohn-Sham gap (spin up / spin down) in eV: 7.6 / 7.2
Net charge: 0

> What is the maximum force in the sixth record?

0.0142 hartree/bohr

> Among the records above, which one has the lowest net charge?

C2H3FO2P

> What is the formula in the first record?

C15H37HfN2SbSe

> Which value of maximum force does entry 3 give?

0.1081 hartree/bohr